[1]
{"formula": "C18H18N5O5RuS", "method": "the ωB97M-V functional and the def2-TZVPD basis", "s2": 0.807, "charge": 0, "relative_energy_ev": 2.1392, "e_homo_ev": [-7.67, -7.62], "multiplicity": 2, "species": ["H", "H", "H", "C", "H", "H", "H", "C", "H", "H", "C", "H", "H", "N", "N", "C", "O", "C", "H", "C", "C", "C", "O", "C", "C", "N", "O", "N", "H", "S", "C", "H", "H", "C", "C", "N", "C", "C", "O", "H", "C", "Ru", "H", "H", "C", "H", "C", "O"], "xyz": [[-1.136, 4.019, 4.964], [0.168, 3.163, -0.661], [-3.622, -5.035, 2.091], [-0.923, 3.665, 3.961], [-2.068, -4.563, 1.371], [2.717, 1.376, -3.338], [-3.574, -4.304, 0.470], [-0.317, 2.780, 1.392], [2.061, -3.192, -5.117], [-2.094, -0.306, 3.123], [0.091, 2.418, 0.122], [1.019, -2.524, -2.960], [3.776, 0.716, -5.481], [-2.722, -0.976, 2.720], [1.088, 1.142, -1.425], [1.623, -1.824, -3.524], [0.626, -1.079, -1.050], [1.805, -0.536, -3.030], [3.417, -1.557, -6.384], [-0.697, 2.343, 3.760], [-0.591, 4.169, 1.643], [3.166, 0.007, -4.936], [-2.255, 0.844, 0.137], [-2.232, -2.131, 2.281], [-3.118, -4.302, 1.462], [0.472, 1.182, -0.198], [-4.082, -0.099, -0.572], [-3.228, -2.985, 2.060], [-0.546, 4.859, 0.807], [-0.546, -2.428, 2.002], [-4.172, -0.998, 2.883], [-4.988, -2.187, 1.247], [-5.196, -2.959, 2.831], [-0.884, 4.611, 2.883], [-0.403, 1.839, 2.452], [-2.910, -0.151, -0.268], [-4.535, -2.340, 2.227], [1.142, -0.158, -1.754], [-0.212, 0.576, 2.297], [-1.078, 5.659, 3.068], [2.581, 0.379, -3.735], [-0.339, -0.439, 0.565], [-4.449, -0.948, 3.934], [-4.632, -0.165, 2.357], [2.205, -2.191, -4.730], [-0.725, 1.628, 4.575], [2.972, -1.274, -5.438], [-2.251, -1.250, -0.322]], "forces_ev_per_a": [[-0.039, 0.004, -0.055], [0.348, 0.047, 0.031], [-0.021, -0.006, 0.025], [-0.117, 0.936, -0.303], [0.021, 0.033, 0.005], [-0.011, -0.027, 0.013], [0.007, 0.022, 0.013], [-0.842, 0.846, 1.170], [-0.013, 0.032, 0.007], [0.103, 0.325, -0.052], [0.845, -1.619, -0.702], [0.039, 0.037, -0.028], [-0.019, 0.001, -0.009], [-0.097, 0.069, 0.191], [0.417, -2.668, -0.475], [0.054, -0.042, -0.103], [-0.365, -1.443, 0.404], [-0.196, -0.067, 0.142], [0.013, -0.007, 0.040], [0.330, -0.585, -0.461], [0.221, -0.806, -0.542], [-0.057, -0.005, 0.091], [-0.703, -0.257, -0.013], [0.293, -0.525, -0.133], [-0.020, 0.249, -0.057], [-1.118, 2.655, -0.683], [0.278, -0.195, 0.099], [0.001, -0.346, 0.040], [0.028, -0.064, 0.016], [-0.837, -0.014, 0.002], [0.057, -0.002, -0.087], [-0.010, -0.027, -0.071], [-0.009, -0.005, 0.062], [-0.136, -0.333, 1.072], [-0.034, 1.282, 0.229], [-0.015, 0.437, 0.078], [0.207, 0.009, -0.058], [0.549, 2.516, -0.984], [-0.418, -1.109, 0.266], [-0.007, -0.053, 0.053], [0.053, 0.009, -0.095], [0.301, 0.270, 0.660], [0.003, -0.057, 0.083], [-0.019, 0.079, -0.003], [0.012, 0.055, 0.042], [0.023, 0.050, -0.015], [-0.015, -0.035, -0.001], [0.916, 0.333, 0.094]], "lowdin_spin": [0.000, 0.000, 0.000, -0.003, 0.000, 0.000, 0.000, -0.004, 0.000, 0.000, -0.007, 0.000, 0.000, -0.003, 0.010, 0.000, 0.027, 0.000, 0.000, 0.001, -0.001, 0.000, 0.093, 0.000, 0.000, -0.001, 0.003, -0.001, 0.000, -0.002, 0.000, 0.000, 0.000, -0.002, -0.001, 0.001, 0.000, 0.003, 0.012, 0.000, 0.000, 0.894, 0.000, 0.000, 0.000, 0.000, 0.000, -0.018]}

[2]
{"formula": "C18H18N5O6RhS2", "method": "the ωB97M-V functional and the def2-TZVPD basis", "charge": 0, "relative_energy_ev": 0.4292, "e_homo_ev": -8.29, "species": ["C", "C", "H", "C", "H", "C", "H", "C", "H", "H", "H", "H", "H", "H", "C", "C", "C", "C", "H", "H", "Rh", "O", "H", "N", "O", "O", "C", "N", "N", "H", "C", "C", "O", "H", "C", "N", "C", "H", "S", "O", "C", "C", "H", "C", "S", "H", "C", "O", "N", "H"], "xyz": [[3.920, 3.006, -0.186], [-1.713, 1.815, 1.171], [4.243, -4.895, 0.214], [1.503, -1.310, 1.092], [5.019, -5.017, 2.552], [2.963, -3.209, 0.589], [2.782, -3.797, -1.404], [4.308, -4.256, 2.261], [4.879, 2.613, 0.152], [4.080, 3.787, -0.925], [-4.152, 3.493, -1.228], [-2.496, 3.070, 2.713], [-0.664, 1.234, 3.074], [1.321, -2.124, -2.117], [1.734, 2.429, -1.284], [-3.474, 3.032, -0.525], [3.087, 1.874, -0.776], [-2.608, 2.036, -0.960], [3.401, 3.462, 0.663], [3.894, 1.963, -2.772], [-0.314, 0.056, -0.574], [0.651, 1.722, -1.252], [4.789, 0.896, -1.659], [0.951, -0.519, 1.968], [1.768, 3.535, -1.804], [-3.058, -2.517, -1.879], [1.645, -2.165, -1.086], [0.040, 0.305, 1.365], [1.184, -1.272, -0.262], [2.539, -1.672, 3.566], [-2.550, 2.794, 1.669], [2.478, -2.299, 1.525], [-1.665, -1.404, -0.185], [2.871, 1.250, 1.069], [2.926, -2.380, 2.847], [-1.765, 1.446, -0.129], [-0.721, 1.108, 1.998], [-4.110, 4.180, 1.169], [-1.714, -2.181, -1.521], [-0.770, -3.283, -1.458], [-3.446, 3.410, 0.803], [3.800, 1.239, -1.964], [3.228, 0.383, -2.330], [3.834, -3.347, 3.212], [-0.933, -0.667, -2.703], [4.181, -3.408, 4.234], [3.879, -4.193, 0.954], [2.952, 0.837, 0.203], [2.509, -3.108, -0.722], [-2.578, 1.690, -1.984]], "forces_ev_per_a": [[-0.050, 0.006, -0.048], [0.021, -0.004, 0.031], [0.001, 0.000, 0.002], [0.026, -0.005, 0.024], [0.000, 0.001, -0.001], [0.009, 0.002, -0.002], [0.019, 0.000, 0.013], [0.005, -0.007, 0.007], [0.016, -0.014, 0.003], [-0.007, -0.011, 0.016], [-0.003, 0.000, 0.005], [0.001, 0.001, 0.000], [0.004, -0.011, -0.002], [-0.004, -0.025, 0.003], [-0.053, -0.037, -0.231], [-0.009, 0.001, -0.012], [0.096, 0.006, 0.089], [0.005, -0.016, 0.047], [0.010, -0.012, -0.013], [0.008, -0.010, 0.013], [0.004, 0.328, 0.331], [0.253, -0.011, 0.207], [0.025, -0.001, 0.004], [0.058, 0.067, -0.057], [-0.044, -0.016, 0.092], [-0.024, 0.045, 0.012], [0.014, 0.114, 0.037], [-0.008, -0.056, -0.149], [-0.170, -0.096, -0.017], [-0.002, 0.000, 0.001], [-0.013, -0.007, -0.009], [-0.001, -0.022, -0.018], [0.137, -0.163, -0.121], [-0.035, 0.027, -0.012], [-0.004, -0.006, 0.011], [0.010, 0.018, -0.171], [-0.042, 0.038, 0.008], [0.002, 0.004, -0.006], [0.032, -0.063, 0.200], [-0.015, 0.069, -0.131], [-0.002, 0.003, 0.016], [-0.126, -0.041, -0.010], [-0.006, 0.017, -0.006], [0.004, 0.002, -0.009], [-0.079, -0.115, -0.168], [-0.002, 0.001, 0.000], [-0.005, 0.003, -0.002], [-0.049, 0.014, 0.040], [0.001, -0.019, -0.016], [-0.008, 0.004, -0.002]], "nbo_charge": [-0.624, 0.144, 0.222, 0.481, 0.225, 0.259, 0.429, -0.157, 0.203, 0.246, 0.236, 0.230, 0.211, 0.262, 0.763, -0.228, 0.139, 0.114, 0.202, 0.231, 0.999, -0.750, 0.207, -0.357, -0.658, -0.933, 0.406, -0.206, -0.502, 0.242, -0.207, -0.162, -0.926, 0.471, -0.126, -0.368, 0.098, 0.229, 2.216, -0.999, -0.143, -0.610, 0.208, -0.219, -0.430, 0.226, -0.259, -0.743, -0.536, 0.244]}

[3]
{"formula": "C18H18N6O5", "method": "the ωB97M-V functional and the def2-TZVPD basis", "charge": 0, "relative_energy_ev": 4.6858, "e_homo_ev": -7.08, "species": ["O", "C", "H", "C", "N", "H", "H", "C", "C", "C", "C", "H", "C", "N", "H", "H", "C", "H", "H", "C", "C", "C", "H", "H", "C", "H", "C", "O", "H", "C", "H", "N", "O", "H", "H", "H", "O", "C", "C", "C", "N", "H", "H", "O", "C", "N", "N"], "xyz": [[3.684, -0.020, 3.107], [0.502, -0.010, 3.092], [0.399, -4.381, 1.281], [-0.338, 4.163, 2.394], [2.877, 0.884, 2.947], [4.656, -3.523, 0.373], [-2.239, 2.096, 2.934], [1.169, 2.328, 2.729], [-0.844, 0.411, 3.027], [-1.190, 1.799, 2.854], [-3.254, -3.231, 0.763], [3.832, -4.633, 2.610], [0.328, -3.552, 0.574], [2.659, -3.718, 0.187], [4.571, -4.303, -1.939], [-4.582, -2.201, -0.595], [2.794, -5.067, 0.746], [-2.710, -1.676, -2.212], [0.780, -1.050, 3.255], [2.936, -5.155, 2.258], [-1.249, -2.560, -0.988], [1.478, 0.965, 2.953], [3.801, -2.004, -0.058], [-1.631, -4.135, 1.904], [1.466, -3.095, -0.115], [2.055, -4.771, 2.784], [-2.545, -2.218, -1.283], [-1.598, -1.741, 3.537], [5.180, -2.644, -1.880], [-3.575, -2.520, -0.398], [3.055, -6.213, 2.511], [-0.949, -3.208, 0.194], [-3.069, -0.108, 3.333], [3.510, -2.942, -2.401], [-0.413, -2.303, -1.614], [-3.999, -3.475, 1.514], [3.319, 2.235, 2.686], [3.895, -3.077, -0.273], [-0.191, 2.770, 2.677], [4.297, -3.268, -1.718], [-1.886, -0.538, 3.298], [3.713, -5.439, 0.279], [1.952, -5.688, 0.407], [1.480, -2.132, -0.925], [-1.971, -3.606, 1.026], [-0.463, 5.307, 2.151], [2.259, 3.121, 2.567]], "forces_ev_per_a": [[-1.203, 1.558, -0.306], [-1.713, -0.611, 0.062], [-0.190, 0.584, -0.196], [-1.229, 3.025, -0.487], [-0.913, 0.309, -0.115], [0.223, 0.415, -0.025], [0.391, -0.190, -0.285], [1.503, 1.164, -0.357], [2.450, 0.640, 0.275], [0.776, 1.078, 0.007], [-0.506, 0.031, 0.043], [-0.210, 0.051, -0.044], [-0.064, -0.819, 0.203], [0.136, -0.133, -0.168], [-0.080, 0.028, -0.004], [-0.222, 0.009, -0.002], [-0.014, 0.539, -0.548], [-0.109, -0.172, 0.235], [-0.270, 0.179, -0.071], [0.066, -0.199, 0.075], [0.078, -0.137, 0.734], [1.903, 0.972, -0.309], [0.158, -0.296, -0.019], [-0.254, 0.073, 0.018], [0.784, 0.610, -0.601], [0.193, 0.011, -0.087], [-0.332, 0.075, 0.206], [-0.238, 2.832, -0.699], [-0.001, -0.104, -0.178], [0.383, -0.047, 0.023], [-0.035, 0.106, 0.147], [-0.232, -0.352, -0.303], [2.654, -0.784, -0.243], [0.073, -0.048, 0.129], [0.145, -0.063, 0.131], [-0.031, -0.013, -0.245], [-0.314, -1.045, 0.356], [-0.402, -0.002, 0.755], [-0.424, -1.535, 0.108], [-0.004, 0.026, -0.237], [-2.618, -2.104, 0.878], [-0.269, -0.365, 0.128], [0.247, 0.112, 0.016], [-0.066, -0.394, 0.502], [0.526, 0.611, -0.564], [0.399, -3.074, 0.656], [-1.146, -2.553, 0.406]], "nbo_charge": [-0.317, -0.101, 0.196, 0.255, 0.415, 0.182, 0.274, 0.125, 0.008, -0.106, -0.208, 0.210, -0.331, -0.455, 0.195, 0.224, -0.209, 0.231, 0.281, -0.620, -0.005, 0.022, 0.214, 0.224, 0.599, 0.205, -0.216, -0.372, 0.209, -0.227, 0.209, -0.219, -0.366, 0.231, 0.274, 0.233, -0.139, -0.200, -0.164, -0.623, 0.494, 0.198, 0.200, -0.727, 0.007, -0.241, -0.070]}

[4]
{"formula": "C18H19Cl2IrN3OSi", "method": "the ωB97M-V functional and the def2-TZVPD basis", "charge": 1, "relative_energy_ev": 0.1177, "e_homo_ev": [-11.24, -11.22], "species": ["C", "Si", "O", "H", "H", "C", "H", "H", "C", "H", "C", "C", "N", "H", "H", "C", "C", "C", "C", "H", "C", "C", "C", "H", "C", "N", "Cl", "H", "C", "C", "H", "H", "H", "H", "N", "Ir", "H", "H", "C", "H", "C", "C", "Cl", "H", "H"], "xyz": [[-4.484, -0.372, -1.190], [-0.157, -2.522, 1.197], [-0.146, 2.470, -0.495], [-1.289, -3.175, 3.258], [0.943, -4.099, -0.346], [2.156, 2.029, -0.441], [1.284, -0.817, 2.238], [-4.390, 2.353, -0.313], [2.746, 4.712, -0.344], [4.763, -0.702, -0.769], [1.352, -1.895, 2.065], [1.395, 4.288, -0.364], [-0.653, -1.337, -0.085], [-2.715, 2.546, -0.858], [2.310, -1.215, -0.727], [4.457, 1.396, -0.557], [-1.567, -2.579, 2.383], [0.150, -4.156, 0.406], [3.763, 3.815, -0.387], [-0.747, -4.553, -0.076], [-4.230, -1.730, -1.095], [-3.651, 2.022, -1.044], [1.088, 2.955, -0.415], [-1.820, -1.571, 2.728], [-2.021, -1.249, -0.457], [-2.271, 0.067, -0.582], [0.142, 5.446, -0.346], [2.971, 5.770, -0.305], [4.046, 0.100, -0.664], [2.674, -0.202, -0.631], [0.463, -4.879, 1.169], [2.280, -2.114, 1.532], [-5.022, -2.436, -1.312], [-2.745, -3.258, -0.665], [1.760, 0.731, -0.492], [-0.274, 0.520, -0.436], [-4.019, 2.296, -2.033], [-2.464, -3.027, 1.947], [-3.467, 0.539, -0.942], [5.513, 1.640, -0.566], [3.498, 2.417, -0.453], [-2.973, -2.202, -0.730], [5.393, 4.370, -0.374], [-5.463, -0.007, -1.471], [1.425, -2.385, 3.042]], "forces_ev_per_a": [[-0.167, -0.276, -0.042], [0.241, -0.109, -0.041], [-0.776, -1.163, -0.058], [-0.006, 0.057, -0.084], [-0.074, -0.039, 0.058], [-0.230, 0.396, 0.079], [0.078, -0.051, 0.035], [0.005, 0.002, -0.016], [-0.233, 0.236, 0.010], [-0.062, -0.001, -0.002], [0.209, 0.192, -0.028], [0.161, 0.083, 0.011], [-0.119, 1.173, -0.005], [0.001, -0.019, 0.001], [0.070, -0.042, 0.049], [0.240, 0.228, 0.040], [-0.350, 0.086, 0.146], [0.047, -0.297, -0.212], [0.134, -0.251, -0.006], [0.091, -0.022, 0.013], [-0.185, 0.063, -0.085], [0.037, -0.059, 0.007], [0.615, 0.136, 0.137], [-0.023, -0.112, 0.024], [-0.188, -0.050, 0.106], [-0.356, 0.221, -0.124], [-0.117, 0.182, 0.009], [-0.101, -0.035, 0.007], [-0.253, -0.460, -0.024], [0.436, -0.239, -0.049], [-0.032, 0.067, -0.095], [-0.045, 0.066, 0.016], [0.035, 0.013, 0.016], [-0.067, 0.090, -0.006], [-0.023, -0.127, 0.112], [0.269, -0.175, -0.240], [-0.004, -0.038, 0.021], [0.035, 0.045, 0.086], [0.449, 0.280, 0.108], [-0.075, 0.031, -0.007], [0.076, 0.115, -0.003], [0.213, -0.183, 0.124], [0.064, -0.019, -0.007], [0.032, -0.035, 0.018], [-0.053, 0.038, -0.097]], "nbo_charge": [-0.258, 1.797, -0.613, 0.263, 0.249, 0.193, 0.251, 0.247, -0.218, 0.247, -1.144, -0.048, -0.846, 0.248, 0.219, -0.077, -1.147, -1.145, -0.009, 0.244, -0.103, -0.661, 0.231, 0.253, 0.369, -0.479, 0.085, 0.259, -0.262, 0.106, 0.261, 0.242, 0.240, 0.243, -0.461, 1.030, 0.246, 0.248, 0.290, 0.250, -0.126, -0.283, 0.060, 0.243, 0.265]}